1.
{
  "formula": "C34H44ClN5O2RuSSeSi",
  "method": "ωB97M-V/def2-TZVPD",
  "elements": ["Ru", "C", "Si", "C", "C", "C", "C", "C", "C", "N", "C", "S", "H", "H", "H", "H", "H", "H", "H", "H", "H", "H", "H", "H", "N", "C", "C", "C", "C", "C", "C", "C", "C", "N", "C", "H", "H", "H", "H", "H", "H", "H", "H", "C", "C", "C", "C", "N", "C", "Se", "N", "C", "C", "C", "C", "C", "C", "C", "C", "C", "C", "H", "H", "H", "H", "H", "H", "H", "H", "H", "H", "H", "H", "H", "H", "H", "H", "H", "H", "H", "H", "H", "H", "Cl", "C", "C", "O", "O", "H", "H"],
  "xyz": [[-0.245, -0.262, 0.339], [3.108, -2.894, 4.398], [2.722, -1.124, 4.835], [2.703, -0.882, 6.682], [3.936, 0.044, 4.037], [0.972, -0.763, 4.204], [-0.101, -0.524, 5.055], [-1.385, -0.266, 4.572], [-1.586, -0.254, 3.213], [-0.578, -0.521, 2.377], [0.657, -0.743, 2.843], [1.687, -0.922, 1.451], [4.090, -3.185, 4.776], [3.111, -3.031, 3.314], [2.367, -3.573, 4.824], [3.715, -1.003, 7.076], [2.066, -1.610, 7.187], [2.365, 0.120, 6.955], [4.839, 0.113, 4.649], [3.520, 1.048, 3.940], [4.229, -0.294, 3.043], [0.063, -0.519, 6.126], [-2.206, -0.060, 5.241], [-2.545, -0.032, 2.765], [0.683, -0.285, -1.659], [-0.258, -0.421, -2.733], [0.022, -0.961, -3.950], [-0.974, -0.991, -4.956], [-2.208, -0.455, -4.730], [-2.525, 0.092, -3.460], [-3.786, 0.643, -3.129], [-4.009, 1.094, -1.861], [-2.991, 0.966, -0.893], [-1.808, 0.472, -1.170], [-1.553, 0.068, -2.448], [0.947, 0.700, -1.545], [1.538, -0.808, -1.810], [1.013, -1.345, -4.163], [-0.735, -1.424, -5.918], [-2.958, -0.443, -5.510], [-4.558, 0.699, -3.886], [-4.958, 1.526, -1.575], [-3.150, 1.271, 0.133], [-5.480, -5.025, -3.588], [-4.575, -5.166, -2.370], [-4.394, -3.861, -1.598], [-3.520, -2.829, -2.301], [-2.116, -3.246, -2.359], [-1.235, -3.130, -1.349], [-1.620, -2.340, 0.311], [-0.066, -3.666, -1.736], [1.114, -3.868, -0.887], [0.948, -4.960, 0.161], [0.550, -6.341, -0.367], [-0.937, -6.501, -0.693], [-0.188, -4.126, -3.043], [0.720, -4.745, -3.895], [0.266, -5.079, -5.156], [-1.053, -4.811, -5.555], [-1.955, -4.205, -4.703], [-1.494, -3.868, -3.436], [-5.569, -5.969, -4.126], [-5.110, -4.281, -4.298], [-6.483, -4.716, -3.290], [-3.597, -5.560, -2.666], [-5.000, -5.911, -1.695], [-3.958, -4.057, -0.615], [-5.370, -3.401, -1.417], [-3.550, -1.878, -1.769], [-3.840, -2.652, -3.327], [1.348, -2.928, -0.392], [1.933, -4.115, -1.563], [0.228, -4.629, 0.912], [1.913, -5.023, 0.670], [0.808, -7.071, 0.402], [1.159, -6.600, -1.239], [-1.553, -6.087, 0.110], [-1.196, -7.554, -0.796], [-1.224, -6.013, -1.625], [1.734, -4.967, -3.592], [0.939, -5.564, -5.849], [-1.371, -5.093, -6.549], [-2.973, -4.011, -5.011], [-0.353, 4.478, 2.504], [0.036, 3.883, 0.876], [-0.178, 2.390, 0.769], [0.717, 1.714, 0.160], [-1.188, 1.840, 1.230], [1.068, 4.128, 0.652], [-0.624, 4.387, 0.172]],
  "forces_ev_per_angstrom": [[0.62, 0.16, -0.79], [0.04, -0.09, -0.02], [-0.05, 0.04, -0.02], [-0.01, 0.00, 0.07], [0.04, 0.05, -0.02], [-0.07, -0.06, 0.02], [0.05, 0.03, -0.04], [0.01, -0.03, 0.02], [-0.05, -0.15, -0.01], [-0.15, 0.70, -0.02], [-0.10, -0.27, 0.10], [0.03, -0.15, 0.00], [0.00, 0.00, -0.01], [0.00, -0.01, 0.00], [0.01, -0.01, 0.00], [0.00, -0.01, 0.01], [-0.01, 0.01, 0.01], [0.01, 0.00, 0.01], [0.01, -0.01, -0.01], [0.01, 0.01, 0.01], [-0.01, 0.02, -0.01], [-0.01, -0.01, 0.01], [0.00, 0.00, 0.01], [0.01, 0.02, -0.01], [-0.26, 0.34, 0.08], [0.13, -0.05, 0.07], [0.02, 0.04, -0.11], [0.03, 0.07, 0.03], [0.03, 0.03, 0.05], [-0.03, 0.04, -0.08], [0.01, 0.02, -0.03], [0.02, 0.00, 0.02], [-0.02, 0.01, -0.03], [-0.21, -0.22, 0.27], [-0.06, 0.02, 0.05], [0.11, -0.03, -0.09], [-0.08, -0.15, 0.04], [0.00, 0.00, 0.00], [0.00, 0.00, 0.00], [-0.01, 0.00, -0.01], [-0.01, 0.00, 0.00], [0.00, 0.00, 0.00], [0.00, 0.01, 0.00], [0.01, -0.01, 0.01], [0.00, 0.01, 0.00], [0.02, -0.02, 0.01], [-0.01, -0.02, 0.05], [-0.05, -0.07, -0.08], [-0.01, 0.11, -0.10], [0.17, -0.28, 0.24], [0.11, 0.00, -0.01], [-0.02, -0.02, 0.00], [-0.02, -0.05, -0.02], [-0.02, 0.01, 0.02], [0.02, 0.00, 0.02], [0.02, -0.04, 0.10], [0.02, -0.01, -0.04], [-0.03, 0.03, 0.01], [0.02, 0.00, 0.03], [-0.01, -0.05, -0.01], [-0.10, 0.02, 0.06], [0.00, 0.00, 0.00], [0.00, 0.01, 0.00], [0.00, 0.00, 0.00], [0.00, 0.00, 0.00], [0.00, 0.00, 0.00], [-0.01, 0.01, 0.00], [0.00, 0.00, -0.01], [0.00, -0.05, 0.00], [0.01, 0.00, 0.00], [-0.01, 0.06, 0.01], [0.00, 0.03, 0.00], [-0.01, 0.01, 0.00], [0.00, -0.01, 0.00], [0.01, 0.00, 0.00], [-0.01, 0.00, -0.01], [0.00, -0.01, 0.00], [0.00, 0.00, -0.01], [-0.01, 0.01, 0.00], [0.00, 0.00, 0.00], [0.00, 0.00, -0.01], [0.00, 0.00, -0.01], [0.00, 0.01, 0.00], [0.00, 0.00, -0.02], [0.03, 0.03, 0.01], [0.04, -0.03, 0.06], [-0.11, -0.30, 0.23], [-0.11, 0.27, -0.08], [0.00, 0.01, 0.01], [0.01, 0.00, -0.01]],
  "mulliken_spin": [0.946, -0.001, 0.002, 0.000, 0.000, 0.012, -0.003, 0.005, -0.006, 0.004, 0.008, -0.010, 0.000, 0.001, 0.000, 0.000, 0.000, 0.000, 0.000, 0.000, 0.000, 0.000, 0.000, -0.001, 0.011, -0.045, -0.003, 0.001, 0.000, 0.002, -0.001, 0.001, 0.006, 0.019, 0.007, 0.003, -0.005, 0.000, 0.000, 0.000, 0.000, 0.000, 0.001, 0.000, 0.000, 0.001, 0.000, 0.005, 0.011, -0.017, -0.009, 0.013, 0.002, 0.001, 0.000, 0.000, 0.000, 0.000, 0.000, 0.001, 0.001, 0.000, 0.000, 0.000, 0.000, 0.000, 0.000, 0.000, -0.001, 0.000, -0.011, 0.000, -0.001, -0.001, 0.000, 0.000, 0.000, 0.000, 0.000, 0.000, 0.000, 0.000, 0.000, 0.000, 0.000, -0.016, -0.016, 0.081, 0.002, 0.000],
  "total_energy_ha": -5390.445196,
  "multiplicity": 2,
  "homo_lumo_gap_ha": [0.26507, 0.26649],
  "s2": 0.757,
  "total_charge": 1,
  "relative_energy_kcal_mol": 14.8
}



2.
{
  "formula": "C14H21N9O3S5Sb2Tc",
  "method": "ωB97M-V/def2-TZVPD",
  "elements": ["Tc", "N", "C", "C", "C", "C", "C", "C", "S", "O", "O", "N", "C", "N", "C", "C", "C", "N", "H", "H", "H", "H", "H", "H", "H", "H", "H", "S", "Sb", "S", "S", "S", "C", "Sb", "C", "C", "H", "H", "H", "H", "H", "H", "H", "H", "H", "O", "N", "N", "N", "C", "N", "N", "H", "H", "H"],
  "xyz": [[-0.102, 1.373, -1.496], [-1.345, -3.719, 4.839], [-1.064, -2.561, 4.160], [-0.030, -2.526, 3.212], [0.295, -1.345, 2.581], [-0.414, -0.185, 2.876], [-1.445, -0.202, 3.806], [-1.765, -1.383, 4.444], [-0.012, 1.299, 2.051], [-0.563, 2.398, 2.772], [1.390, 1.287, 1.738], [-0.722, 1.187, 0.592], [-2.034, 1.120, 0.324], [-3.061, 1.029, 1.164], [-4.250, 0.968, 0.589], [-4.465, 1.003, -0.800], [-3.357, 1.109, -1.600], [-2.147, 1.150, -1.028], [-1.013, -4.586, 4.455], [-2.219, -3.776, 5.332], [0.536, -3.426, 3.001], [1.120, -1.305, 1.881], [-1.982, 0.710, 4.024], [-2.557, -1.397, 5.183], [-5.094, 0.897, 1.266], [-5.459, 0.970, -1.218], [-3.403, 1.184, -2.680], [-2.416, 4.368, -4.282], [-0.266, 3.890, -3.977], [-0.381, 3.678, -1.327], [0.038, 1.410, -3.706], [1.751, 4.523, -4.643], [3.778, 2.744, -1.718], [2.639, 0.977, -1.667], [3.474, -0.072, -0.028], [3.281, -0.078, -3.386], [4.822, 2.435, -1.765], [3.593, 3.306, -0.808], [3.501, 3.321, -2.598], [4.551, -0.147, -0.186], [3.032, -1.058, 0.028], [3.255, 0.488, 0.869], [4.361, -0.208, -3.339], [3.025, 0.512, -4.263], [2.799, -1.052, -3.439], [0.991, 2.924, -1.007], [0.904, -3.831, -0.393], [0.221, -2.761, -0.933], [-1.014, -2.860, -1.354], [-1.287, -1.606, -1.673], [-0.237, -0.808, -1.430], [0.726, -1.575, -0.953], [0.404, -4.671, -0.664], [1.850, -3.838, -0.759], [-2.231, -1.283, -2.070]],
  "forces_ev_per_angstrom": [[0.76, 0.12, -0.26], [-0.03, 0.00, -0.05], [0.00, 0.01, 0.01], [0.01, 0.00, -0.01], [-0.02, -0.03, 0.04], [-0.01, 0.04, -0.09], [-0.02, -0.05, 0.00], [0.00, 0.01, 0.00], [0.20, -0.02, 0.63], [-0.20, 0.16, 0.06], [0.22, -0.05, -0.16], [-0.31, 0.00, -0.54], [0.39, 0.05, 0.18], [-0.01, -0.07, -0.05], [-0.10, 0.02, -0.09], [0.00, 0.00, 0.19], [0.06, 0.17, 0.03], [-0.18, -0.13, -0.21], [0.00, -0.01, 0.03], [0.01, -0.02, 0.02], [-0.01, -0.01, 0.01], [0.00, 0.00, -0.01], [0.01, 0.01, 0.00], [0.00, -0.01, 0.01], [-0.01, -0.01, -0.03], [-0.01, 0.00, 0.01], [0.02, 0.00, 0.00], [0.30, -0.08, 0.03], [-0.28, 0.08, 0.07], [-0.46, 0.23, -0.53], [-0.09, 0.17, 0.38], [-0.23, -0.08, 0.12], [-0.10, -0.08, -0.07], [-0.01, -0.62, 0.53], [0.23, 0.02, -0.29], [-0.03, 0.01, 0.02], [0.02, 0.02, -0.03], [-0.02, 0.04, 0.00], [0.02, 0.05, 0.05], [-0.01, 0.01, -0.03], [-0.02, -0.07, 0.03], [-0.05, 0.07, 0.15], [0.01, 0.00, 0.06], [-0.03, -0.03, -0.03], [-0.04, 0.00, -0.03], [0.07, 0.08, 0.06], [0.02, -0.01, 0.03], [-0.03, -0.09, 0.03], [-0.03, -0.03, -0.07], [0.02, 0.05, 0.07], [-0.14, -0.04, -0.27], [0.11, 0.14, 0.04], [-0.01, -0.01, 0.00], [0.00, 0.00, -0.03], [0.00, -0.02, 0.00]],
  "nbo_charge": [0.406, -0.779, 0.195, -0.232, -0.178, -0.439, -0.117, -0.276, 2.376, -0.914, -0.977, -0.926, 0.601, -0.455, 0.152, -0.344, 0.106, -0.517, 0.389, 0.393, 0.207, 0.224, 0.252, 0.221, 0.218, 0.253, 0.238, -0.622, 1.273, 0.548, -0.136, -0.613, -0.968, 1.552, -0.973, -0.989, 0.244, 0.263, 0.269, 0.240, 0.236, 0.284, 0.250, 0.258, 0.239, -0.698, -0.585, 0.200, -0.230, 0.166, -0.285, -0.041, 0.405, 0.394, 0.242],
  "total_energy_ha": -3816.564039,
  "homo_lumo_gap_ha": [0.18879, 0.18886],
  "total_charge": 1,
  "relative_energy_kcal_mol": 30.9
}